--- w ---
One molecule with the formula C4H7Cl. Source: the Open Molecules 2025 dataset; level of theory: wB97M-V/def2-TZVPD.

Its SMILES is C=C[C@H](C)Cl. Its total charge is 0.

Atoms and positions in Å:
1 C -1.91 -0.66 -0.08
2 C -0.96 0.26 0.14
3 C 0.45 -0.07 0.65
4 C 1.53 0.65 -0.27
5 Cl 0.70 -1.69 -0.03
6 H -1.48 -1.71 0.05
7 H -2.92 -0.28 -0.67
8 H -1.26 1.44 -0.01
9 H 0.69 -0.03 1.79
10 H 1.32 0.02 -1.19
11 H 1.39 1.89 -0.62
12 H 2.43 0.19 0.24

***

--- x ---
One molecule with the formula C4H7Cl. Source: the Open Molecules 2025 dataset; level of theory: wB97M-V/def2-TZVPD.

Its SMILES is CC(C)=CCl. Its total charge is 0.

Atoms and positions in Å:
1 C -0.71 1.52 0.02
2 C -0.88 -0.05 -0.02
3 C -2.29 -0.60 -0.03
4 C 0.22 -0.86 0.06
5 Cl 1.87 -0.08 -0.02
6 H -1.05 1.93 -0.93
7 H -1.19 2.02 0.87
8 H 0.30 1.66 0.12
9 H -2.54 -1.14 0.98
10 H -2.92 0.25 -0.20
11 H -2.43 -1.44 -0.79
12 H 0.08 -1.93 0.10

***

--- y ---
A 2-piece molecular cluster, C4H7Cl overall. Source: the Open Molecules 2025 dataset; level of theory: wB97M-V/def2-TZVPD.

Its total charge is 0.

Atoms and positions in Å:
1 C -1.10 -0.85 -0.23
2 C 0.00 -0.01 0.11
3 C 0.65 0.84 -0.91
4 C 0.52 0.31 1.35
5 H -1.99 -0.16 -0.38
6 H -0.83 -1.34 -1.27
7 H -1.46 -1.69 0.37
8 H 2.10 0.72 -0.67
9 H 0.52 -0.03 -1.75
10 H 0.09 2.01 -1.01
11 H 1.38 0.87 1.61
12 Cl 0.10 -0.66 2.77

***

Energies in kcal/mol, measured from the most stable structure: w 50.5; x 0.0; y 60.4.